Record 1
The following is a DFT calculation (ωB97M-V/def2-TZVPD) of an isolated ion of composition C6H11N2 and charge +1 in a non-equilibrium geometry.

Cartesian coordinates (Å):
C -0.80 1.60 -1.22
C -1.90 0.18 0.32
C -1.60 0.44 -1.14
C -0.33 0.61 -0.17
C 0.72 -1.83 -0.05
C 0.88 -0.26 0.05
N -0.50 2.67 -1.75
N 1.38 -0.14 1.46
H -2.48 0.91 0.74
H -2.28 -0.83 0.60
H -1.64 -0.23 -1.99
H 0.57 -2.11 -1.10
H -0.09 -2.04 0.51
H 1.70 -2.22 0.33
H 1.65 -0.04 -0.67
H 0.21 3.17 -1.26
H 0.65 -0.43 2.22
H 1.50 0.91 1.56
H 2.34 -0.38 1.58

ΔE to the lowest compared entry with this formula, charge and spin, kcal/mol: 116.5
Net charge: +1
E, eV: -9369.683

Record 2
The following is a DFT calculation (ωB97M-V/def2-TZVPD) of an isolated ion of composition C6H11N2 and charge +1 in a non-equilibrium geometry.

Cartesian coordinates (Å):
C 2.04 -1.04 -0.51
C 2.94 -1.61 0.19
C -1.37 0.22 -0.25
C -0.20 -0.08 0.33
C -3.77 0.08 -0.22
C 1.91 1.14 0.33
N -2.48 -0.11 0.35
N 1.05 0.13 -0.36
H 3.43 -2.43 -0.20
H 3.24 -1.31 1.11
H -1.40 0.89 -1.17
H -0.06 -0.92 1.07
H -4.32 -0.81 0.00
H -3.71 0.31 -1.30
H -4.38 0.87 0.51
H 1.38 2.06 0.25
H 2.06 0.92 1.42
H 2.94 1.12 -0.25
H 0.71 0.57 -1.32

ΔE to the lowest compared entry with this formula, charge and spin, kcal/mol: 216.9
Net charge: +1
E, eV: -9365.329

Record 3
The following is a DFT calculation (ωB97M-V/def2-TZVPD) of an isolated ion of composition C6H11N2 and charge +1 in a non-equilibrium geometry.

Cartesian coordinates (Å):
C -2.44 0.00 -0.01
C -0.53 -1.56 0.08
C 0.45 0.74 0.10
C 0.62 -0.57 0.04
C 1.57 1.73 0.05
C 1.96 -1.23 -0.10
N -1.80 -0.98 0.05
N -3.36 0.88 -0.08
H -0.48 -2.24 -0.77
H -0.48 -2.17 0.99
H -0.54 1.17 0.19
H 1.97 1.79 -0.96
H 2.38 1.43 0.70
H 1.23 2.72 0.34
H 2.67 -0.79 0.60
H 2.35 -1.08 -1.10
H 1.89 -2.30 0.09
H -3.70 1.34 0.76
H -3.77 1.14 -0.96

ΔE to the lowest compared entry with this formula, charge and spin, kcal/mol: 51.8
Net charge: +1
E, eV: -9372.489

What are the molecular weight values for these records? In order: 111.168, 111.168, 111.168 u.